A structure of composition C15H6MoN4O3S4, computed with ωB97M-V with the def2-TZVPD basis set.

Geometry as XYZ:
```
33
Properties=species:S:1:pos:R:3:forces:R:3
Mo 1.9753 -0.6511 -0.1539 0.305 -0.174 -0.474
S 3.1605 0.6160 1.4677 -0.087 -0.028 -0.094
C 1.6654 0.3628 2.3593 -0.034 -0.009 0.004
N 0.7897 -0.3043 1.6369 -0.030 -0.036 0.187
C -0.4012 -0.5207 2.3381 -0.009 0.031 -0.007
C -1.5471 -1.1580 1.8792 -0.002 -0.003 0.006
C -2.6258 -1.2409 2.7389 0.004 -0.003 -0.005
C -2.5737 -0.6995 4.0278 0.002 0.005 0.005
C -1.4413 -0.0571 4.4900 -0.003 -0.007 0.001
C -0.3557 0.0239 3.6257 0.011 0.004 -0.005
S 1.1911 0.7892 3.9159 -0.009 0.009 -0.001
H -1.5929 -1.5704 0.8801 0.000 0.001 -0.001
H -3.5315 -1.7312 2.4094 0.002 -0.002 -0.001
H -3.4368 -0.7808 4.6736 0.001 -0.002 0.000
H -1.4055 0.3665 5.4842 0.002 0.000 0.000
S 0.8880 -2.3494 -2.2500 0.036 0.041 0.045
C 0.1438 -0.7289 -2.2984 -0.058 0.033 0.021
C -0.8230 -0.4161 -3.2399 0.024 -0.018 -0.008
C -1.3737 0.8609 -3.2147 -0.004 0.003 0.008
C -2.3860 1.2039 -4.1711 0.015 0.030 -0.006
N -3.1875 1.4712 -4.9478 -0.009 -0.016 0.002
C -0.9689 1.8025 -2.2472 0.021 0.006 -0.003
C 0.0110 1.4759 -1.3189 0.002 -0.005 -0.011
C 0.5866 0.2105 -1.3672 -0.038 0.101 0.022
S 1.0802 -2.7539 -0.2529 -0.044 -0.021 0.085
C -1.5600 3.1095 -2.2120 -0.067 -0.027 -0.011
N -2.0365 4.1521 -2.1577 0.035 0.015 0.007
H -1.1667 -1.1415 -3.9669 0.002 0.000 -0.001
H 0.3171 2.2153 -0.5902 0.000 0.003 -0.002
O 6.0669 0.0973 -1.3457 0.082 0.056 0.106
N 5.7376 -0.6167 -2.1288 -0.045 0.052 -0.055
O 5.4405 -1.3207 -2.9328 -0.002 -0.116 -0.081
O 3.3605 -0.7166 -1.1309 -0.102 0.076 0.269
```
Positions in Å, forces in eV/Å.

- spin multiplicity = 1
- charge = +2

Charge distribution, Löwdin scheme, values in e: atom 1 (Mo): 1.211, atom 2 (S): 0.666, atom 3 (C): -1.061, atom 4 (N): -0.208, atom 5 (C): -0.295, atom 6 (C): -0.014, atom 7 (C): -0.034, atom 8 (C): -0.035, atom 9 (C): -0.046, atom 10 (C): -0.420, atom 11 (S): 1.192, atom 12 (H): 0.100, atom 13 (H): 0.123, atom 14 (H): 0.126, atom 15 (H): 0.127, atom 16 (S): 0.639, atom 17 (C): -0.591, atom 18 (C): -0.005, atom 19 (C): -0.132, atom 20 (C): -0.139, atom 21 (N): 0.242, atom 22 (C): -0.146, atom 23 (C): -0.002, atom 24 (C): -0.317, atom 25 (S): 0.327, atom 26 (C): -0.147, atom 27 (N): 0.234, atom 28 (H): 0.144, atom 29 (H): 0.133, atom 30 (O): 0.469, atom 31 (N): -0.066, atom 32 (O): 0.476, atom 33 (O): -0.549

A cluster of 8 separate species, C5H29N3O7 in total, computed with ωB97M-V with the def2-TZVPD basis set.

Geometry as XYZ:
```
44
Properties=species:S:1:pos:R:3:forces:R:3
N 1.5889 -0.2681 -1.6987 0.245 0.517 -0.275
C 1.6646 -0.4345 -0.2490 -0.312 -1.152 -0.703
C 1.9196 -1.9043 0.1767 -0.382 0.842 0.670
C 0.7778 -2.9242 0.1309 0.297 -0.932 -1.552
N 0.0190 -2.8738 -1.1179 0.081 1.634 -0.633
C 0.4142 0.1473 0.4002 -0.204 -0.516 0.893
N 0.7021 1.3197 1.2078 -0.502 1.092 0.368
C -0.5426 2.0467 1.4734 -0.651 -0.918 0.877
H 2.3639 -0.7245 -2.1716 -0.068 -0.031 0.163
H 0.7491 -0.7091 -2.0399 -0.054 -0.028 -0.201
H 2.5524 0.0865 0.0782 0.121 0.555 0.241
H 2.2509 -1.8442 1.2193 0.077 -0.181 0.098
H 2.7837 -2.2470 -0.3903 -0.064 -0.212 -0.152
H 0.1150 -2.9770 0.9942 0.281 0.230 0.367
H 1.3287 -3.8530 -0.0036 -0.190 -0.465 0.803
H -0.5692 -3.6444 -1.3605 -0.051 -0.639 0.430
H -0.5734 -2.0493 -1.1718 -0.070 -0.176 0.145
H -0.4138 0.4182 -0.2613 0.581 0.080 -0.661
H -0.0640 -0.6869 0.9567 0.162 0.303 0.379
H 1.0967 1.1352 2.1265 0.123 -0.507 -0.350
H -1.0045 2.2624 0.5160 -0.138 0.533 0.065
H -1.2718 1.4487 2.0581 0.029 -0.366 -0.479
H -0.4632 2.8745 2.1785 0.654 0.526 -0.646
H 1.5157 -0.3560 3.9246 0.260 0.016 0.011
H 2.6193 0.7098 3.6064 -0.070 -0.320 0.155
O 1.7114 0.5872 3.9093 -0.051 0.213 0.036
H -1.3581 -0.9553 2.5235 -0.008 0.161 0.224
H -2.5016 -1.8717 2.2828 -0.169 0.277 0.238
O -2.1395 -1.2913 2.9780 0.214 -0.313 -0.354
H -0.8361 2.4163 -2.6083 0.036 -0.170 0.458
H -0.6899 1.7626 -3.9619 -0.006 -0.199 -0.011
O -1.0106 1.5741 -3.0730 0.136 0.333 -0.636
H -1.2306 4.0719 -0.9337 -0.079 0.052 -0.298
H 0.2473 3.7653 -0.8618 0.447 -0.352 -0.581
O -0.4856 3.8148 -1.4924 -0.639 0.396 0.507
H 1.9165 2.5072 -0.2111 -0.090 -0.550 -0.214
H 1.8982 1.8566 -1.6373 -0.216 -0.234 0.328
O 1.9859 2.6975 -1.1601 0.344 0.603 0.089
H -3.3763 -2.5828 -0.2080 0.065 0.268 -0.181
H -2.9069 -1.0932 -0.0593 0.068 -0.452 -0.263
O -2.9736 -1.9490 0.3913 -0.031 -0.052 0.435
H -3.3744 0.0292 -2.0017 0.250 0.029 -0.143
H -1.9506 0.0273 -2.5982 -0.063 0.437 0.396
O -2.4848 -0.3192 -1.8612 -0.360 -0.333 -0.042
```
Positions in Å, forces in eV/Å.

- SMILES string = CNC[C@H](N)CCN.O.O.O.O.O.O.O
- energy above the lowest of the compared OMol25 structures with the same formula, charge and spin (kcal/mol) = 20.8
- spin multiplicity = 1
- charge = 0

Charge distribution, Löwdin scheme, values in e: atom 1 (N): 0.043, atom 2 (C): -0.375, atom 3 (C): -0.156, atom 4 (C): -0.272, atom 5 (N): 0.004, atom 6 (C): -0.196, atom 7 (N): -0.112, atom 8 (C): -0.116, atom 9 (H): 0.088, atom 10 (H): 0.052, atom 11 (H): 0.124, atom 12 (H): 0.106, atom 13 (H): 0.107, atom 14 (H): 0.098, atom 15 (H): 0.105, atom 16 (H): 0.061, atom 17 (H): 0.033, atom 18 (H): 0.107, atom 19 (H): 0.097, atom 20 (H): 0.058, atom 21 (H): 0.059, atom 22 (H): 0.079, atom 23 (H): 0.085, atom 24 (H): 0.052, atom 25 (H): 0.055, atom 26 (O): -0.046, atom 27 (H): -0.014, atom 28 (H): 0.003, atom 29 (O): -0.079, atom 30 (H): 0.010, atom 31 (H): 0.057, atom 32 (O): -0.073, atom 33 (H): 0.055, atom 34 (H): 0.025, atom 35 (O): -0.066, atom 36 (H): 0.014, atom 37 (H): 0.009, atom 38 (O): -0.083, atom 39 (H): 0.052, atom 40 (H): 0.018, atom 41 (O): -0.062, atom 42 (H): 0.056, atom 43 (H): 0.015, atom 44 (O): -0.080

A structure of composition C22H31InN3O6S, computed with ωB97M-V with the def2-TZVPD basis set.

Geometry as XYZ:
```
64
Properties=species:S:1:pos:R:3:forces:R:3
In -1.2127 -1.4874 0.0593 -1.280 -0.107 -0.327
O -0.0164 -1.1408 1.9034 0.912 -0.647 -0.178
C 0.6170 -2.2841 2.6591 0.131 0.367 -0.092
C 1.8474 -2.8541 1.9149 -0.856 -0.594 -0.034
C 1.6587 -3.1537 0.4104 0.209 0.902 -1.040
C 0.5377 -4.0978 -0.0248 0.739 0.189 -0.105
C 0.8532 -5.4536 -0.0420 -0.258 0.175 0.545
C -0.1342 -6.3685 -0.3362 -0.174 -1.138 0.134
C -1.4008 -5.9109 -0.6788 -0.485 0.583 -0.709
C -1.6158 -4.5465 -0.8171 0.472 0.543 0.455
N -0.6607 -3.6260 -0.4571 0.065 -0.686 0.355
H -0.6995 -0.7468 2.4557 -0.129 -0.081 0.532
H -0.1788 -3.0182 2.8295 0.219 0.103 -0.014
H 0.9659 -1.8427 3.6093 -0.343 -0.341 -0.367
H 2.1462 -3.7964 2.4418 -0.202 0.876 -0.210
H 2.6512 -2.1276 1.9719 0.231 -0.036 0.176
H 2.6446 -3.5241 -0.0230 -1.286 0.326 0.629
H 1.4965 -2.1694 -0.0973 0.132 -0.619 0.220
H 1.8415 -5.7541 0.3061 -0.263 -0.010 -0.285
H 0.0567 -7.4616 -0.2799 -0.100 0.942 -0.055
H -2.2385 -6.5660 -0.9244 0.447 0.039 0.103
H -2.5606 -4.1495 -1.2074 0.407 -0.147 0.356
O -6.9046 0.0314 2.1512 1.717 -0.224 -0.583
C -5.7838 -0.2526 1.7629 -2.940 0.159 1.056
C -5.0485 0.3797 0.6278 0.006 1.444 -1.249
O -5.3645 1.3675 -0.0221 0.346 -1.052 0.713
C -3.8592 -0.4444 0.4866 0.657 -0.401 0.424
C -3.7702 -1.3977 1.5019 1.318 -0.682 -1.495
O -2.7415 -2.2337 1.5455 0.556 0.894 -0.406
C -4.9515 -1.3849 2.3256 -0.972 -0.906 2.904
O -5.2481 -2.0363 3.3385 0.841 1.120 -2.322
O -2.8993 -0.2913 -0.4126 0.466 -0.105 0.234
C 0.2727 3.2405 -4.2263 0.672 -0.786 -0.153
C -0.6044 4.3072 -3.5730 0.857 0.206 0.685
C -0.3237 4.5841 -2.0535 1.352 -0.355 -0.991
C -1.0459 3.7419 -0.9994 0.826 0.727 0.458
N -0.8809 2.2883 -1.0029 0.463 -1.404 -0.423
C 0.2085 1.5170 -0.9813 0.506 1.960 0.669
S 0.2150 -0.0604 -1.6483 -0.553 -1.557 0.025
N 1.4270 1.9725 -0.5563 -0.906 -0.582 -0.278
C 1.7015 2.6408 0.7211 -0.087 1.157 -0.517
C 3.1755 3.1164 0.7633 -0.666 -0.090 0.800
C 3.9672 2.1200 1.6202 0.776 0.111 -0.372
C 4.1338 0.7812 0.8960 -0.196 0.818 -0.313
H 0.3663 3.3737 -5.3215 -0.412 -0.089 0.519
H -0.0494 2.1968 -4.0337 -0.079 0.528 -0.130
H 1.3220 3.2747 -3.8794 -0.388 0.235 0.107
H -1.6471 4.1180 -3.7670 -0.513 -0.145 0.078
H -0.3778 5.2412 -4.0763 -0.039 0.228 -0.086
H -0.5229 5.6457 -1.8573 -0.442 -0.342 0.201
H 0.7900 4.5420 -1.9065 -0.822 -0.256 -0.076
H -2.1003 3.9214 -1.0982 -0.518 -0.075 0.187
H -0.7019 4.1041 -0.0303 -0.351 0.141 0.113
H -1.7186 1.7417 -1.1852 -0.059 0.131 -0.141
H 2.1529 1.3046 -0.7894 -0.125 0.087 0.015
H 1.5285 1.9649 1.5558 -0.166 -0.267 0.027
H 1.0184 3.4914 0.8594 0.201 -0.279 -0.214
H 3.1404 4.0829 1.2916 0.391 -0.166 -0.515
H 3.5722 3.2160 -0.2662 -0.114 0.146 0.623
H 3.4675 2.0068 2.5819 -0.145 -0.121 0.029
H 4.9621 2.5095 1.8753 -0.186 0.037 -0.216
H 3.1620 0.3449 0.6748 -0.141 -0.195 -0.119
H 4.6750 0.0680 1.4731 0.479 -0.544 0.515
H 4.6871 0.9442 -0.0393 -0.201 -0.144 0.127
```
Positions in Å, forces in eV/Å.

- spin multiplicity = 1
- charge = +1

Charge distribution, Löwdin scheme, values in e: atom 1 (In): 0.905, atom 2 (O): -0.142, atom 3 (C): -0.115, atom 4 (C): -0.140, atom 5 (C): -0.143, atom 6 (C): -0.245, atom 7 (C): -0.002, atom 8 (C): -0.016, atom 9 (C): -0.022, atom 10 (C): -0.057, atom 11 (N): 0.034, atom 12 (H): 0.107, atom 13 (H): 0.132, atom 14 (H): 0.139, atom 15 (H): 0.143, atom 16 (H): 0.107, atom 17 (H): 0.153, atom 18 (H): 0.064, atom 19 (H): 0.134, atom 20 (H): 0.141, atom 21 (H): 0.129, atom 22 (H): 0.138, atom 23 (O): 0.172, atom 24 (C): -0.231, atom 25 (C): -0.276, atom 26 (O): 0.127, atom 27 (C): -0.272, atom 28 (C): -0.282, atom 29 (O): -0.109, atom 30 (C): -0.256, atom 31 (O): 0.122, atom 32 (O): -0.147, atom 33 (C): -0.117, atom 34 (C): -0.234, atom 35 (C): -0.174, atom 36 (C): -0.150, atom 37 (N): 0.076, atom 38 (C): -0.734, atom 39 (S): 0.738, atom 40 (N): 0.018, atom 41 (C): -0.168, atom 42 (C): -0.172, atom 43 (C): -0.254, atom 44 (C): -0.098, atom 45 (H): 0.080, atom 46 (H): 0.058, atom 47 (H): 0.071, atom 48 (H): 0.103, atom 49 (H): 0.101, atom 50 (H): 0.117, atom 51 (H): 0.113, atom 52 (H): 0.130, atom 53 (H): 0.105, atom 54 (H): 0.124, atom 55 (H): 0.084, atom 56 (H): 0.116, atom 57 (H): 0.110, atom 58 (H): 0.118, atom 59 (H): 0.127, atom 60 (H): 0.106, atom 61 (H): 0.114, atom 62 (H): 0.046, atom 63 (H): 0.063, atom 64 (H): 0.092

A structure of composition C19H15BrF9N3O3PtS2, computed with ωB97M-V with the def2-TZVPD basis set.

Geometry as XYZ:
```
53
Properties=species:S:1:pos:R:3:forces:R:3
Pt 0.4486 0.1686 -0.4857 0.640 -0.010 0.126
Br 2.7123 0.6800 2.1340 -0.089 0.046 0.053
C 1.0099 -0.0322 2.5510 0.210 0.069 0.014
C 0.6577 -0.1666 3.8784 -0.150 -0.089 0.024
C -0.5881 -0.7094 4.1602 0.096 0.049 -0.036
C -1.4054 -1.1065 3.1175 -0.029 -0.102 -0.075
C -0.9688 -0.9546 1.8136 -0.121 -0.157 -0.072
N 0.2268 -0.3989 1.5421 -0.084 0.206 -0.088
C -1.8551 -1.4605 0.6471 -0.438 0.468 1.057
O -3.0647 -1.4236 0.8480 0.423 -0.167 -0.139
O -1.2249 -1.8632 -0.3752 1.345 -2.955 4.229
H 1.3369 0.1576 4.6515 -0.004 -0.014 0.014
H -0.9093 -0.8210 5.1875 -0.003 0.007 -0.005
H -2.3864 -1.5321 3.2694 0.000 0.011 0.034
F 6.3136 -3.4608 -1.3767 -0.004 0.005 0.009
C 5.9654 -2.7550 -0.2883 0.010 -0.006 -0.010
F 6.0531 -3.5709 0.7688 -0.001 -0.003 0.005
F 6.8802 -1.7856 -0.1342 -0.006 -0.002 0.001
C 4.5829 -2.1749 -0.4430 -0.004 0.024 -0.022
C 4.3692 -1.1722 -1.3766 0.010 -0.098 -0.009
C 3.1021 -0.6449 -1.5020 -0.002 -0.022 -0.058
N 2.0769 -1.0529 -0.7396 0.214 0.420 0.235
C 2.2809 -2.0502 0.1251 -0.176 -0.306 -0.176
C 3.5185 -2.6413 0.3031 -0.057 -0.022 -0.033
H 5.1721 -0.7976 -1.9956 0.002 -0.003 0.002
H 2.8902 0.1215 -2.2323 -0.019 0.087 0.098
H 1.4034 -2.3888 0.6603 0.104 0.053 0.052
H 3.6366 -3.4335 1.0270 0.012 -0.016 -0.015
S 0.2815 0.5911 -2.7205 0.319 0.414 -0.197
C -1.3688 0.1493 -2.8137 -1.057 -1.219 0.112
N -1.9148 -0.8319 -2.1465 -0.943 3.252 -4.406
C -3.3532 -1.0147 -2.2571 0.165 0.220 -0.159
C -3.8756 -0.0238 -3.3151 -0.010 0.023 -0.050
S -2.4525 0.9716 -3.8800 -0.217 0.217 -0.147
H -1.3944 -1.3460 -1.3986 -0.103 -0.380 -0.241
H -3.8008 -0.8467 -1.2772 0.013 -0.014 -0.058
H -3.5540 -2.0467 -2.5419 -0.024 -0.040 -0.002
H -4.6095 0.6565 -2.8908 -0.033 0.002 -0.027
H -4.3206 -0.5302 -4.1672 0.011 0.007 -0.038
C -2.9689 2.7765 -0.0079 -0.020 0.034 0.010
C -1.4639 2.5302 0.1403 -0.100 0.062 -0.022
O -1.2376 1.2200 -0.1980 0.026 0.045 0.004
C -0.7218 3.5340 -0.7780 0.016 -0.035 -0.129
F -1.1322 3.3902 -2.0486 0.048 0.011 0.126
F -0.9729 4.8123 -0.4351 0.011 -0.007 0.032
F 0.6093 3.3798 -0.7650 -0.036 -0.008 -0.001
C -1.0857 2.8069 1.6173 0.057 0.093 -0.099
F 0.2386 2.7215 1.8411 -0.016 -0.036 0.011
F -1.4744 4.0201 2.0444 0.006 -0.038 0.014
F -1.6780 1.9060 2.4171 0.001 -0.054 0.044
H -3.2383 2.5992 -1.0478 0.008 -0.023 0.013
H -3.2569 3.7881 0.2721 0.009 0.006 0.005
H -3.4890 2.0563 0.6211 -0.010 -0.007 -0.010
```
Positions in Å, forces in eV/Å.

- energy above the lowest of the compared OMol25 structures with the same formula, charge and spin (kcal/mol) = 5.4
- spin multiplicity = 1
- charge = 0

Charge distribution, Löwdin scheme, values in e: atom 1 (Pt): 0.944, atom 2 (Br): 0.839, atom 3 (C): -0.717, atom 4 (C): -0.092, atom 5 (C): -0.025, atom 6 (C): 0.010, atom 7 (C): -0.154, atom 8 (N): -0.074, atom 9 (C): -0.566, atom 10 (O): 0.061, atom 11 (O): -0.023, atom 12 (H): 0.105, atom 13 (H): 0.118, atom 14 (H): 0.127, atom 15 (F): 0.156, atom 16 (C): -0.588, atom 17 (F): 0.150, atom 18 (F): 0.154, atom 19 (C): -0.095, atom 20 (C): 0.032, atom 21 (C): -0.117, atom 22 (N): -0.136, atom 23 (C): -0.123, atom 24 (C): 0.027, atom 25 (H): 0.135, atom 26 (H): 0.081, atom 27 (H): 0.117, atom 28 (H): 0.130, atom 29 (S): 0.635, atom 30 (C): -1.033, atom 31 (N): -0.027, atom 32 (C): -0.170, atom 33 (C): -0.383, atom 34 (S): 0.949, atom 35 (H): -0.101, atom 36 (H): 0.108, atom 37 (H): 0.128, atom 38 (H): 0.069, atom 39 (H): 0.069, atom 40 (C): 0.033, atom 41 (C): -0.442, atom 42 (O): -0.300, atom 43 (C): -0.570, atom 44 (F): 0.112, atom 45 (F): 0.151, atom 46 (F): 0.127, atom 47 (C): -0.547, atom 48 (F): 0.116, atom 49 (F): 0.154, atom 50 (F): 0.158, atom 51 (H): 0.087, atom 52 (H): 0.097, atom 53 (H): 0.102

The records above yield lowest unoccupied orbital energy values of -9.31 0.40 -3.83 -0.66 eV, respectively.
The records above yield HOMO energy values of -14.803 -8.939 -10.574 -8.353 eV, respectively.